{"formula": "C67H98O54", "method": "ωB97M-V/def2-TZVPD", "symbols": ["C", "C", "O", "C", "O", "O", "H", "H", "H", "H", "C", "C", "O", "C", "O", "O", "H", "H", "H", "H", "C", "C", "O", "C", "O", "O", "H", "H", "H", "H", "C", "C", "O", "C", "O", "O", "H", "H", "H", "H", "C", "C", "O", "C", "O", "O", "H", "H", "H", "H", "C", "C", "C", "O", "C", "O", "O", "H", "H", "H", "H", "H", "H", "C", "C", "C", "O", "C", "O", "O", "H", "H", "H", "H", "H", "H", "C", "C", "C", "O", "C", "O", "O", "H", "H", "H", "H", "H", "H", "C", "C", "C", "O", "C", "O", "O", "H", "H", "H", "H", "H", "H", "C", "C", "C", "O", "C", "O", "O", "H", "H", "H", "H", "H", "H", "C", "C", "C", "O", "C", "O", "O", "H", "H", "H", "H", "H", "H", "C", "C", "C", "O", "C", "O", "O", "H", "H", "H", "H", "H", "H", "C", "C", "C", "O", "C", "O", "O", "H", "H", "H", "H", "H", "H", "C", "C", "C", "O", "C", "O", "O", "H", "H", "H", "H", "H", "H", "C", "C", "C", "O", "C", "O", "O", "H", "H", "H", "H", "H", "H", "C", "C", "C", "O", "C", "O", "O", "H", "H", "H", "H", "H", "H", "C", "C", "C", "O", "C", "O", "O", "H", "H", "H", "H", "H", "H", "C", "C", "C", "O", "C", "O", "O", "H", "H", "H", "H", "H", "H"], "coordinates": [[0.467, 9.738, 12.864], [1.137, 8.543, 12.167], [0.096, 7.814, 11.555], [-1.070, 8.227, 11.923], [-2.115, 7.648, 11.681], [-0.921, 9.427, 12.645], [0.842, 10.558, 12.252], [0.655, 9.838, 13.933], [1.716, 8.056, 12.952], [1.841, 8.840, 11.389], [-1.150, 12.462, 15.416], [0.381, 12.459, 15.376], [0.718, 13.766, 15.789], [-0.402, 14.573, 15.726], [-0.340, 15.730, 15.921], [-1.490, 13.855, 15.527], [-1.416, 11.865, 16.288], [-1.578, 12.012, 14.520], [0.775, 12.328, 14.368], [0.866, 11.777, 16.075], [3.133, 17.032, 7.469], [3.916, 16.536, 8.704], [4.953, 17.474, 8.829], [5.014, 18.265, 7.678], [5.877, 19.078, 7.443], [4.058, 17.946, 6.868], [2.241, 17.602, 7.730], [2.874, 16.175, 6.848], [4.365, 15.568, 8.486], [3.298, 16.437, 9.597], [1.745, 12.409, 8.235], [2.179, 11.001, 8.765], [1.321, 10.943, 9.828], [0.228, 11.694, 9.583], [-0.862, 11.677, 10.201], [0.431, 12.520, 8.637], [1.774, 12.391, 7.145], [2.214, 13.310, 8.628], [3.219, 10.996, 9.091], [2.017, 10.107, 8.164], [-3.525, 11.679, 8.933], [-4.247, 10.571, 9.694], [-5.490, 10.478, 9.043], [-5.458, 11.229, 7.919], [-6.336, 11.267, 7.090], [-4.319, 11.888, 7.794], [-2.560, 11.315, 8.579], [-3.417, 12.646, 9.424], [-4.385, 10.872, 10.733], [-3.566, 9.722, 9.637], [1.432, 11.304, 3.353], [0.643, 12.001, 2.221], [1.261, 13.259, 1.787], [1.102, 13.254, 0.401], [0.986, 12.059, -0.078], [1.218, 11.666, -1.198], [0.650, 11.262, 0.968], [2.304, 10.756, 2.996], [0.828, 10.542, 3.845], [1.797, 12.019, 4.091], [-0.430, 11.923, 2.396], [2.255, 13.461, 2.186], [0.754, 14.145, 2.168], [6.960, 15.687, 5.374], [5.930, 15.225, 4.288], [5.778, 13.677, 4.065], [4.425, 13.481, 4.072], [3.701, 14.554, 4.504], [2.572, 14.516, 4.836], [4.585, 15.466, 4.832], [6.913, 16.773, 5.452], [7.988, 15.417, 5.134], [6.737, 15.420, 6.407], [5.966, 15.674, 3.295], [6.304, 13.083, 4.812], [6.149, 13.427, 3.071], [-4.938, 18.100, 7.251], [-4.876, 17.075, 8.356], [-5.190, 15.677, 7.870], [-4.341, 14.908, 8.652], [-3.300, 15.601, 9.039], [-2.382, 15.150, 9.628], [-3.470, 16.886, 8.693], [-4.205, 17.857, 6.482], [-4.868, 19.145, 7.553], [-5.958, 17.956, 6.894], [-5.307, 17.447, 9.286], [-5.096, 15.535, 6.793], [-6.182, 15.308, 8.126], [5.949, 8.645, 7.651], [5.531, 7.993, 6.340], [4.032, 7.712, 6.231], [3.912, 7.928, 4.852], [4.922, 8.632, 4.346], [4.924, 8.983, 3.138], [5.815, 8.899, 5.308], [5.272, 9.427, 7.992], [6.954, 9.057, 7.560], [6.004, 7.949, 8.488], [5.931, 6.995, 6.161], [3.466, 8.346, 6.915], [4.011, 6.647, 6.462], [-1.885, 6.531, 8.572], [-1.460, 6.714, 7.116], [-2.520, 7.271, 6.161], [-1.864, 8.355, 5.561], [-0.664, 8.561, 6.136], [0.163, 9.444, 5.831], [-0.461, 7.693, 7.055], [-2.346, 7.461, 8.905], [-0.999, 6.104, 9.041], [-2.622, 5.785, 8.868], [-1.052, 5.839, 6.611], [-3.400, 7.524, 6.752], [-2.719, 6.509, 5.408], [-3.121, 16.099, 13.459], [-4.463, 15.473, 13.751], [-5.581, 15.928, 12.815], [-5.668, 14.986, 11.756], [-4.831, 13.932, 12.046], [-4.624, 12.996, 11.268], [-4.299, 14.169, 13.294], [-2.819, 15.997, 12.416], [-2.349, 15.715, 14.125], [-3.208, 17.165, 13.668], [-4.642, 15.367, 14.821], [-5.292, 16.886, 12.385], [-6.419, 15.977, 13.510], [5.828, 15.046, 10.994], [5.176, 13.682, 10.969], [6.071, 12.442, 11.327], [5.053, 11.614, 11.902], [3.972, 12.301, 12.216], [3.093, 11.850, 12.981], [4.078, 13.531, 11.763], [6.496, 15.207, 10.148], [6.290, 15.256, 11.959], [5.010, 15.763, 10.929], [4.944, 13.589, 9.908], [6.915, 12.651, 11.984], [6.509, 12.007, 10.429], [10.169, 13.110, 6.040], [9.229, 12.427, 7.053], [9.039, 13.039, 8.425], [7.615, 13.039, 8.561], [7.039, 12.890, 7.379], [5.817, 12.978, 7.202], [7.976, 12.708, 6.406], [11.215, 13.151, 6.345], [9.867, 14.134, 5.819], [10.199, 12.541, 5.111], [9.406, 11.351, 7.043], [9.415, 14.058, 8.522], [9.585, 12.491, 9.193], [-4.358, 6.148, 13.209], [-5.076, 7.458, 13.414], [-4.876, 8.557, 12.429], [-6.110, 9.264, 12.366], [-7.032, 8.465, 12.819], [-8.257, 8.671, 12.785], [-6.449, 7.267, 13.250], [-4.344, 5.834, 12.165], [-4.740, 5.459, 13.963], [-3.299, 6.286, 13.425], [-4.838, 7.925, 14.369], [-4.523, 8.131, 11.490], [-4.139, 9.260, 12.816], [0.224, 15.133, 11.808], [0.795, 16.233, 12.648], [1.957, 15.862, 13.607], [2.992, 16.825, 13.267], [2.624, 17.492, 12.124], [3.340, 18.257, 11.493], [1.371, 17.139, 11.801], [-0.773, 15.487, 11.544], [0.016, 14.232, 12.385], [0.856, 14.965, 10.936], [0.117, 16.710, 13.357], [2.457, 14.942, 13.301], [1.701, 15.890, 14.666], [1.163, 4.049, 9.569], [1.926, 5.290, 9.791], [2.815, 5.341, 11.016], [4.123, 5.323, 10.482], [4.053, 5.545, 9.189], [5.068, 5.596, 8.441], [2.862, 5.489, 8.744], [0.388, 4.017, 10.335], [1.746, 3.152, 9.777], [0.800, 3.885, 8.555], [1.339, 6.193, 9.626], [2.697, 4.475, 11.667], [2.531, 6.259, 11.531], [-0.291, 14.592, 6.558], [-0.448, 15.948, 5.885], [-1.820, 16.535, 5.537], [-1.823, 17.868, 6.107], [-0.660, 18.115, 6.775], [-0.360, 19.162, 7.336], [0.008, 16.939, 6.799], [-0.893, 14.512, 7.463], [0.751, 14.350, 6.769], [-0.669, 13.746, 5.985], [0.138, 15.959, 4.966], [-2.580, 15.925, 6.024], [-2.061, 16.616, 4.477], [5.427, 6.280, 13.564], [5.406, 7.780, 13.512], [6.772, 8.376, 13.113], [6.391, 8.858, 11.841], [5.063, 8.641, 11.525], [4.572, 8.838, 10.438], [4.469, 8.207, 12.565], [5.847, 5.781, 12.690], [4.394, 5.937, 13.611], [5.999, 5.890, 14.406], [4.954, 8.230, 14.396], [7.571, 7.636, 13.064], [7.113, 9.257, 13.656]], "spin_multiplicity": 1, "lumo_energy_ev": -0.4, "orbital_gap_ev": 9.73, "e_above_lowest_ev": 0.000, "homo_ev": -10.1}